Entry one
Below is 2 unconnected molecules or ions with the total composition C4H7NO3, with properties calculated with the ωB97M-V functional and the def2-TZVPD basis.

Its HOMO energy is -9.5 eV. The structure (SMILES) is CC(N)=O.O=C1CO1.

```
! RIJCOSX wB97M-V def2-TZVPD def2/J DEFGRID3
* xyz 0 1
O -1.2483 0.5664 3.0559
O 0.4267 -1.8883 -3.0876
H 0.8482 0.9713 3.3039
H -1.1807 -0.7200 -0.6077
H -1.5718 -2.0112 -1.6236
H -0.2319 2.4558 3.1690
H 1.9972 -0.0148 -2.3823
C 0.2578 -1.2155 -2.0950
H 0.7339 0.8038 -1.4968
O -1.1570 0.8026 0.6886
N -0.8774 -1.3394 -1.3372
H 1.7004 -0.4910 -0.7056
C -0.8734 0.8146 1.8346
C 1.2288 -0.1550 -1.6261
C -0.0524 1.4207 2.9099
*
```

Entry two
Below is a molecular structure, C4H7NO3, with properties calculated with the ωB97M-V functional and the def2-TZVPD basis.

Its HOMO energy is -10.1 eV.

```
! RIJCOSX wB97M-V def2-TZVPD def2/J DEFGRID3
* xyz 0 1
H -1.3792 1.7849 1.8347
C -1.4938 0.2256 0.6881
H 1.4828 -0.5400 1.6204
C 0.2424 -0.9371 -0.6886
H -0.4281 0.4710 -2.1617
C 0.0080 -0.5197 -2.0988
H 0.7447 0.9530 2.1896
O -1.7596 -0.7379 -0.0233
H 0.9573 -0.5677 -2.6330
C 1.1856 0.4664 1.3189
H 2.0509 1.0443 0.9964
O 0.7941 -1.8762 -0.2431
O 0.2430 0.4301 0.2464
N -1.9578 1.0351 1.4923
H -0.6903 -1.2319 -2.5381
*
```

Which one sits at the bottom of the stability order? entry two does.

Entry one
Below is C4H5NO3 in the gas phase, with properties calculated with the ωB97M-V functional and the def2-TZVPD basis.

Its HOMO energy is -10.7 eV. The structure (SMILES) is N#C[C@@](O)(C=O)CO.

```
! RIJCOSX wB97M-V def2-TZVPD def2/J DEFGRID3
* xyz 0 1
H 1.4023 -1.3858 -0.9174
C 1.0786 -0.7228 0.8358
O -0.4559 2.4809 0.5082
C 0.2019 1.5443 0.0590
H -1.2202 -1.4542 -0.1884
N 1.8995 -1.5033 1.1497
H -1.3340 1.1217 1.6191
H -1.1806 0.0017 -1.7146
O -1.0397 0.1479 1.5095
C -0.1432 0.1110 0.4526
O 0.4773 -1.2139 -1.6493
C -0.5856 -0.7116 -0.8392
H 0.8995 1.5839 -0.8251
*
```

Entry two
Below is a molecular structure, C4H5NO3, with properties calculated with the ωB97M-V functional and the def2-TZVPD basis.

Its HOMO energy is -7.8 eV.

```
! RIJCOSX wB97M-V def2-TZVPD def2/J DEFGRID3
* xyz 0 1
N 1.1396 -0.2790 -0.2550
H 0.9638 -2.4563 0.1114
H 2.2264 0.9338 0.7969
H -1.8088 -1.6598 0.3371
H -2.7259 -0.2564 0.6973
C -0.9353 0.2013 -0.2347
C 0.3041 0.7448 -0.4929
H 0.0295 2.8282 -0.6643
C 0.6183 -1.4715 -0.2139
C -0.7849 -1.2060 -0.1602
O -2.1595 0.6454 0.0024
O 2.4484 -0.0068 0.0626
O 0.6844 1.9823 0.0133
*
```

Entry three
Below is C4H5NO3 in the gas phase, with properties calculated with the ωB97M-V functional and the def2-TZVPD basis.

Its HOMO energy is -9.4 eV. The structure (SMILES) is O=C1CCC(=O)N1O.

```
! RIJCOSX wB97M-V def2-TZVPD def2/J DEFGRID3
* xyz 0 1
C -0.2028 1.1272 0.0181
H 1.9351 0.9693 0.2673
C 1.1895 0.4650 -0.2099
H 1.6674 -1.6735 -0.2815
H -2.4194 1.4121 0.2888
O -1.0895 -2.3189 -0.2817
C 0.9826 -0.9784 0.2155
O -0.5285 2.3134 0.0300
N -1.0998 0.1273 -0.1063
C -0.4295 -1.3861 -0.0159
H 1.4161 0.4971 -1.2380
O -2.4306 0.4662 0.0031
H 1.0092 -1.0206 1.3105
*
```

Entry four
Below is a molecular structure, C4H5NO3, with properties calculated with the ωB97M-V functional and the def2-TZVPD basis.

Its HOMO energy is -7.9 eV.

```
! RIJCOSX wB97M-V def2-TZVPD def2/J DEFGRID3
* xyz 0 1
C 0.3673 -0.8421 -0.3713
H -0.5066 1.8840 -2.3547
H -1.4751 1.7172 1.1458
O 0.4386 0.3249 -1.1544
H -1.5689 -0.4475 2.3020
C -0.5329 -0.4635 0.6961
C -0.3241 1.3468 -0.5900
H 1.9409 -2.7489 -0.9996
O -0.7584 -0.9925 1.8973
N 1.7811 -1.5405 -0.4909
H 2.1506 -1.6043 0.7359
O -0.6408 2.4178 -1.3400
C -0.8717 0.9487 0.5236
*
```

Which one sits at the bottom of the stability order? entry two does.